# C38H69F9O13

A cluster of 10 separate species, C38H69F9O13 in total in a non-equilibrium geometry (ωB97M-V/def2-TZVPD, the Open Molecules 2025 dataset).

Values from the calculation:
Multiplicity   1
SMILES   O=C(O)CCCC1=CC(=O)c2ccc(CCC(F)(F)C(F)(F)C(F)(F)C(F)(F)F)cc2C1=O.CCO.CCO.CCO.CCO.CCO.CCO.CCO.CCO.CCO
Charge   0
DFT total energy   -91598.0033 eV

Geometry (Å):
O: -2.905 7.474 -7.090
C: -2.167 7.828 -6.198
O: -0.835 8.110 -6.439
C: -2.665 7.996 -4.786
C: -2.166 6.849 -3.882
C: -2.863 6.971 -2.510
C: -3.213 5.649 -1.896
C: -4.449 5.272 -1.605
C: -4.769 3.962 -0.976
O: -5.901 3.499 -1.018
C: -3.646 3.289 -0.278
C: -3.846 2.332 0.640
C: -2.790 1.775 1.271
C: -1.521 2.158 1.002
C: -0.299 1.607 1.686
C: -0.578 0.568 2.782
C: 0.699 -0.231 3.027
F: 0.884 -1.072 1.997
F: 1.724 0.639 3.099
C: 0.656 -0.990 4.387
F: 1.068 -0.128 5.323
F: -0.614 -1.301 4.679
C: 1.590 -2.236 4.469
F: 2.615 -2.128 3.634
F: 2.120 -2.266 5.707
C: 0.853 -3.598 4.259
F: 0.343 -3.986 5.411
F: 1.753 -4.497 3.864
F: -0.081 -3.535 3.323
C: -1.307 3.106 0.047
C: -2.361 3.661 -0.578
C: -2.086 4.710 -1.615
O: -1.000 4.790 -2.167
H: -0.317 7.396 -6.046
H: -3.747 7.941 -4.796
H: -2.386 8.944 -4.331
H: -1.105 6.997 -3.701
H: -2.309 5.877 -4.342
H: -3.782 7.550 -2.568
H: -2.183 7.485 -1.834
H: -5.273 5.933 -1.831
H: -4.862 2.043 0.854
H: -2.960 1.008 2.006
H: 0.357 1.186 0.930
H: 0.224 2.445 2.138
H: -0.873 1.101 3.681
H: -1.367 -0.109 2.481
H: -0.298 3.389 -0.194
C: 5.571 -3.755 7.487
C: 4.579 -4.881 7.706
O: 3.476 -4.440 8.497
H: 5.939 -3.383 8.444
H: 6.420 -4.091 6.890
H: 5.095 -2.917 6.973
H: 5.050 -5.708 8.236
H: 4.200 -5.253 6.747
H: 3.052 -3.715 8.026
C: 0.631 0.965 -3.485
C: 0.840 0.797 -1.993
O: -0.392 0.455 -1.353
H: -0.113 1.738 -3.678
H: 1.563 1.236 -3.983
H: 0.256 0.039 -3.928
H: 1.192 1.728 -1.548
H: 1.580 0.017 -1.792
H: -0.702 -0.370 -1.736
C: 5.378 -1.478 -2.503
C: 4.959 -0.534 -3.613
O: 3.984 0.399 -3.151
H: 4.513 -2.022 -2.120
H: 6.117 -2.199 -2.857
H: 5.808 -0.922 -1.668
H: 4.512 -1.089 -4.437
H: 5.823 0.017 -3.995
H: 4.381 0.897 -2.430
C: -8.165 -0.052 -1.784
C: -6.860 0.630 -1.422
O: -5.779 -0.306 -1.428
H: -8.381 -0.861 -1.083
H: -8.996 0.656 -1.769
H: -8.099 -0.496 -2.779
H: -6.909 1.057 -0.422
H: -6.639 1.436 -2.124
H: -5.725 -0.675 -2.314
C: -0.751 1.234 -8.324
C: -0.561 1.057 -6.828
O: -1.787 0.715 -6.187
H: -1.489 2.012 -8.523
H: 0.187 1.507 -8.809
H: -1.121 0.312 -8.778
H: -0.208 1.983 -6.378
H: 0.178 0.275 -6.624
H: -2.098 -0.109 -6.572
C: 1.837 -7.362 5.544
C: 2.595 -8.673 5.454
O: 3.996 -8.475 5.630
H: 2.197 -6.662 4.792
H: 0.767 -7.519 5.398
H: 1.989 -6.891 6.520
H: 2.458 -9.128 4.474
H: 2.237 -9.377 6.212
H: 4.127 -8.085 6.499
C: -6.337 -1.775 -6.708
C: -6.347 -2.286 -5.279
O: -7.562 -1.947 -4.614
H: -6.465 -0.692 -6.725
H: -5.400 -2.025 -7.208
H: -7.161 -2.209 -7.279
H: -5.535 -1.836 -4.709
H: -6.219 -3.373 -5.260
H: -8.285 -2.349 -5.103
C: -0.085 -4.160 10.679
C: 1.266 -3.722 11.217
O: 2.198 -4.793 11.218
H: -0.483 -4.981 11.277
H: -0.801 -3.336 10.693
H: 0.009 -4.522 9.652
H: 1.174 -3.379 12.247
H: 1.668 -2.898 10.615
H: 2.296 -5.091 10.305
C: 9.363 2.772 -4.056
C: 8.477 1.590 -3.712
O: 7.409 1.975 -2.847
H: 9.776 3.214 -3.149
H: 10.185 2.469 -4.706
H: 8.788 3.550 -4.565
H: 9.047 0.824 -3.188
H: 8.060 1.145 -4.622
H: 6.891 2.644 -3.304

=====

# C38H70BN6PSiTi

A structure of composition C38H70BN6PSiTi in a non-equilibrium geometry (ωB97M-V/def2-TZVPD, the Open Molecules 2025 dataset).

Values from the calculation:
Multiplicity   3
Charge   0
<S²>   2.01
DFT total energy   -90444.1441 eV

Geometry (Å):
Ti: -0.100 -0.230 -0.548
C: 4.356 -0.019 -1.169
C: 3.644 -1.210 -0.508
C: 4.655 -2.283 -0.114
C: 2.874 -0.667 0.656
C: 3.369 -0.277 1.912
C: 2.372 0.477 2.490
C: 2.335 1.085 3.858
C: 2.159 -0.018 4.908
C: 3.592 1.912 4.134
N: 1.327 0.521 1.621
N: 1.626 -0.228 0.518
B: 0.475 1.795 1.326
N: -1.057 1.491 1.237
N: -1.520 1.183 -0.006
C: -2.791 1.555 -0.080
C: -3.191 2.043 1.173
C: -2.073 2.003 1.980
C: -2.035 2.323 3.449
C: -1.519 1.118 4.244
C: -1.282 3.608 3.816
C: -3.546 1.609 -1.383
C: -4.982 2.080 -1.168
C: -3.543 0.289 -2.153
N: 0.889 2.337 -0.082
N: 0.741 1.534 -1.167
C: 0.906 2.277 -2.252
C: 1.197 3.594 -1.871
C: 1.175 3.598 -0.486
C: 1.493 4.735 0.437
C: 0.585 5.938 0.165
C: 2.971 5.122 0.299
C: 0.839 1.684 -3.631
C: -0.201 0.560 -3.712
C: 2.215 1.160 -4.061
H: 4.944 -0.346 -2.030
H: 5.026 0.461 -0.454
H: 3.631 0.726 -1.497
H: 2.923 -1.617 -1.217
H: 5.403 -1.870 0.566
H: 5.175 -2.649 -1.001
H: 4.175 -3.129 0.381
H: 4.332 -0.513 2.334
H: 1.470 1.749 3.916
H: 3.016 -0.693 4.898
H: 1.259 -0.602 4.711
H: 2.073 0.419 5.905
H: 4.480 1.278 4.138
H: 3.519 2.401 5.106
H: 3.721 2.682 3.371
H: 0.702 2.606 2.158
H: -4.163 2.411 1.459
H: -3.081 2.484 3.721
H: -0.530 0.823 3.893
H: -2.186 0.264 4.120
H: -1.459 1.362 5.306
H: -0.205 3.483 3.725
H: -1.500 3.881 4.850
H: -1.590 4.430 3.167
H: -3.037 2.364 -1.994
H: -5.522 1.392 -0.514
H: -5.505 2.112 -2.125
H: -5.021 3.076 -0.724
H: -4.179 -0.430 -1.643
H: -2.547 -0.144 -2.202
H: -3.922 0.442 -3.166
H: 1.384 4.431 -2.524
H: 1.324 4.407 1.463
H: 0.702 6.283 -0.864
H: 0.840 6.758 0.837
H: -0.463 5.676 0.321
H: 3.190 5.424 -0.726
H: 3.616 4.279 0.554
H: 3.208 5.952 0.967
H: 0.553 2.483 -4.319
H: -0.057 -0.153 -2.889
H: -0.109 0.014 -4.650
H: -1.211 0.967 -3.646
H: 2.500 0.315 -3.433
H: 2.977 1.936 -3.973
H: 2.186 0.825 -5.100
C: 1.191 -5.052 0.290
C: 1.100 -3.531 0.185
P: 0.663 -2.809 -1.470
C: 2.014 -3.585 -2.522
C: 2.371 -2.725 -3.741
C: -0.710 -3.955 -1.966
C: -1.327 -3.571 -3.311
H: 1.610 -5.322 1.260
H: 1.835 -5.474 -0.484
H: 0.208 -5.517 0.211
H: 2.057 -3.088 0.467
H: 0.355 -3.141 0.880
H: 1.680 -4.570 -2.847
H: 2.900 -3.730 -1.900
H: 1.474 -2.355 -4.241
H: 2.950 -3.299 -4.468
H: 2.964 -1.858 -3.446
H: -1.465 -3.904 -1.186
H: -0.304 -4.966 -2.004
H: -1.862 -2.623 -3.222
H: -2.034 -4.336 -3.639
H: -0.564 -3.470 -4.087
C: -4.958 -3.641 -1.243
Si: -4.209 -3.055 0.399
C: -5.461 -1.908 1.230
C: -3.983 -4.639 1.404
C: -2.618 -2.186 0.174
C: -1.547 -1.603 0.009
H: -5.923 -4.121 -1.064
H: -4.309 -4.374 -1.729
H: -5.124 -2.831 -1.954
H: -6.394 -2.426 1.463
H: -5.699 -1.068 0.572
H: -5.061 -1.494 2.158
H: -4.949 -5.115 1.590
H: -3.505 -4.460 2.369
H: -3.364 -5.352 0.853

=====

# C38H70F4N3O19S2

A cluster of 6 separate species, C38H70F4N3O19S2 in total in a non-equilibrium geometry (ωB97M-V/def2-TZVPD, the Open Molecules 2025 dataset).

Values from the calculation:
Multiplicity   1
Charge   +1
DFT total energy   -116442.4042 eV

Geometry (Å):
C: 0.130 0.854 4.566
C: -0.881 -0.347 4.426
C: -2.399 0.069 4.396
C: -2.787 1.011 3.202
O: -3.385 0.323 2.075
N: -2.454 -0.387 1.349
C: -2.930 -1.788 1.054
N: -3.552 -2.534 2.161
C: -4.799 -2.468 2.004
O: -5.931 -2.374 1.788
C: -1.610 -2.386 0.391
C: -1.754 -3.816 -0.204
C: -1.068 -4.945 0.639
C: 0.393 -4.620 1.121
C: 1.322 -3.949 0.042
C: 2.260 -4.987 -0.737
N: 3.647 -4.909 -0.187
C: -1.275 -1.153 -0.573
S: -1.246 -1.420 -2.382
C: -2.019 0.161 0.004
C: -1.007 1.333 0.310
C: -0.227 1.893 -0.947
C: 1.205 2.281 -0.463
F: 2.308 1.788 -1.119
C: 1.440 3.062 0.612
F: 0.443 3.755 1.221
F: 2.667 3.152 1.152
S: -3.365 0.901 -0.995
O: -2.935 1.326 -2.304
O: -4.526 0.050 -1.107
F: -3.834 2.245 -0.199
H: 1.046 0.585 3.972
H: 0.453 1.056 5.616
H: -0.231 1.825 4.146
H: -0.568 -0.965 3.539
H: -0.721 -1.004 5.322
H: -2.705 0.461 5.393
H: -2.982 -0.884 4.248
H: -1.918 1.660 2.934
H: -3.578 1.710 3.583
H: -1.549 -0.412 1.851
H: -3.670 -1.885 0.215
H: -0.894 -2.336 1.250
H: -1.376 -3.911 -1.254
H: -2.851 -4.065 -0.267
H: -1.055 -5.894 0.050
H: -1.670 -5.172 1.563
H: 0.398 -4.030 2.072
H: 0.867 -5.608 1.377
H: 2.036 -3.287 0.607
H: 0.798 -3.280 -0.686
H: 1.888 -6.030 -0.548
H: 2.259 -4.784 -1.839
H: 3.939 -3.927 -0.270
H: 3.560 -5.042 0.830
H: -0.204 -0.934 -0.313
H: -0.251 -0.646 -2.936
H: -0.227 1.034 1.066
H: -1.580 2.180 0.777
H: -0.197 1.177 -1.798
H: -0.727 2.826 -1.319
C: -5.568 2.480 -8.011
C: -4.499 3.527 -8.248
O: -4.039 4.090 -7.010
C: -3.192 3.332 -6.312
O: -2.779 2.245 -6.629
O: -2.891 3.981 -5.178
C: -2.059 3.235 -4.293
H: -6.380 2.890 -7.407
H: -5.975 2.125 -8.959
H: -5.168 1.622 -7.468
H: -4.919 4.353 -8.823
H: -3.661 3.127 -8.821
H: -1.158 2.884 -4.799
H: -2.616 2.394 -3.875
H: -1.764 3.897 -3.479
C: 3.410 6.223 1.894
C: 4.633 5.821 1.094
O: 5.409 6.964 0.723
C: 6.169 7.485 1.695
O: 6.258 7.071 2.823
O: 6.796 8.556 1.202
C: 7.576 9.268 2.164
H: 2.826 6.970 1.353
H: 2.779 5.357 2.095
H: 3.691 6.669 2.849
H: 4.321 5.345 0.164
H: 5.249 5.099 1.635
H: 8.274 8.606 2.675
H: 6.920 9.762 2.882
H: 8.144 10.028 1.630
C: -4.907 5.066 0.969
C: -4.855 4.012 2.057
O: -4.651 4.606 3.344
C: -5.736 5.176 3.894
O: -6.836 5.214 3.409
O: -5.374 5.710 5.063
C: -6.417 6.435 5.720
H: -4.018 5.701 1.007
H: -4.969 4.601 -0.017
H: -5.771 5.719 1.094
H: -4.003 3.353 1.884
H: -5.752 3.388 2.057
H: -7.315 5.826 5.828
H: -6.638 7.349 5.168
H: -6.057 6.703 6.711
C: 3.155 -3.433 -7.339
C: 2.589 -4.696 -6.722
O: 1.546 -4.393 -5.782
C: 0.362 -4.080 -6.317
O: 0.098 -4.042 -7.489
O: -0.483 -3.793 -5.314
C: -1.770 -3.349 -5.747
H: 3.478 -2.737 -6.561
H: 4.005 -3.667 -7.981
H: 2.405 -2.916 -7.939
H: 3.370 -5.208 -6.160
H: 2.229 -5.390 -7.482
H: -2.221 -4.051 -6.448
H: -1.688 -2.359 -6.198
H: -2.409 -3.279 -4.867
C: 8.394 -6.591 4.480
C: 7.262 -6.660 5.485
O: 5.990 -6.455 4.852
C: 5.506 -7.503 4.180
O: 6.027 -8.582 4.073
O: 4.341 -7.138 3.625
C: 3.755 -8.141 2.795
H: 8.350 -5.656 3.916
H: 9.360 -6.658 4.982
H: 8.329 -7.404 3.755
H: 7.375 -5.859 6.216
H: 7.268 -7.603 6.035
H: 3.656 -9.088 3.326
H: 4.352 -8.269 1.891
H: 2.761 -7.798 2.510

=====

> Which value of multiplicity does entry 2 give?

3